# 1
Entry from the OMol25 dataset: a molecular structure, C9H16OPZr at a distorted geometry (ωB97M-V with the def2-TZVPD basis set).

Geometry as XYZ:
```
28
Properties=species:S:1:pos:R:3:forces:R:3:lowdin_charge:R:1
C -2.33087 0.62386 -0.08001 0.55 -1.74 -0.26 -0.2185
C -3.24838 -0.12975 -0.82186 -0.66 0.01 -0.08 -0.3176
C -2.92457 -0.53437 -2.15842 0.49 -0.35 0.44 -0.2585
C -1.81384 0.10250 -2.80883 -0.20 -0.10 -0.70 -0.2980
C -0.92568 0.83429 -2.04375 0.30 -1.88 0.24 -0.1287
Zr -1.00042 -0.90657 -0.76738 -1.81 3.09 -0.05 1.3532
P -1.13797 -0.98208 2.08707 0.35 -0.59 0.66 0.7300
H -2.54449 1.14462 0.84870 -0.22 0.14 -0.23 0.0409
H -4.18790 -0.50190 -0.40134 0.08 0.51 -0.20 0.1108
H -3.56657 -1.23050 -2.70142 0.24 0.23 0.23 0.1117
H -0.18107 1.52169 -2.42812 -0.23 0.10 0.01 0.0572
H -1.68795 -0.06530 -3.88422 -0.24 0.40 0.26 0.1125
H -0.19855 -1.87560 2.69919 -0.37 0.34 0.14 -0.1106
H -2.26403 -1.30571 2.89603 0.32 0.02 -0.34 -0.0888
H -0.76092 0.19366 2.80914 -0.07 -0.36 -0.46 -0.0754
C 2.98924 -0.24029 1.13121 -0.21 -0.20 0.43 -0.1298
C 2.69477 1.19069 0.67985 -0.03 0.17 -0.54 -0.1251
C 1.29962 1.16862 0.04905 0.21 0.41 0.00 -0.1522
O 0.93723 -0.23158 -0.10335 1.17 -0.09 0.44 -0.4173
C 2.00827 -1.11691 0.34854 0.33 0.12 -0.25 -0.1551
H 4.01918 -0.53320 0.91820 -0.15 0.03 0.06 0.1255
H 2.83084 -0.34013 2.21110 -0.02 -0.08 -0.23 0.1211
H 3.41377 1.49300 -0.08402 -0.02 0.05 0.14 0.1224
H 2.73333 1.91695 1.49092 0.10 -0.14 -0.01 0.1242
H 0.52742 1.64629 0.65890 0.09 -0.14 -0.07 0.1254
H 1.29091 1.62092 -0.94415 -0.01 -0.10 0.24 0.1074
H 2.46470 -1.54651 -0.55006 -0.02 0.04 0.17 0.1330
H 1.56395 -1.91667 0.94902 0.03 0.09 -0.05 0.1001
```
Forces are in eV/Å.

The HOMO energy comes out at -0.39911 Ha. For the gap between HOMO and LUMO, the calculation gives 0.2539 hartree. The energy above the lowest of the compared OMol25 structures with the same formula, charge and spin comes out at 1.379 eV. The net charge is +1.

---

# 2
Entry from the OMol25 dataset: a molecular structure, C9H17BF4MnNO3S (ωB97M-V with the def2-TZVPD basis set).

Geometry as XYZ:
```
37
Properties=species:S:1:pos:R:3:forces:R:3:lowdin_charge:R:1
Mn -0.20376 -0.06534 0.18873 0.37 -0.08 -0.09 1.1685
C 1.11557 -1.18100 -2.17486 0.15 0.02 0.09 0.1148
O 1.27471 -0.63538 -0.76868 -0.24 -0.21 0.01 -0.2664
C 2.51800 0.14519 -0.52027 0.10 -0.11 -0.17 -0.0328
C 2.47753 0.50645 0.93969 -0.06 0.09 0.10 -0.0328
O 1.09418 0.92270 1.22778 0.00 0.07 0.08 -0.2353
C 0.74681 2.35738 1.37326 0.14 -0.07 0.09 -0.0247
C 0.21377 2.81881 0.04501 -0.09 0.05 -0.12 -0.0640
O -0.60414 1.70385 -0.45278 -0.27 0.08 0.05 -0.2900
C -1.55066 2.08650 -1.56140 0.18 0.01 0.16 0.0997
H 1.99385 -1.80756 -2.31704 -0.02 0.00 -0.07 0.1348
H 1.08171 -0.33681 -2.85859 0.00 -0.02 0.00 0.1281
H 0.19804 -1.75841 -2.18238 0.00 0.00 0.00 0.0967
H 2.51919 0.99381 -1.20463 -0.04 0.02 0.05 0.1576
H 3.34900 -0.52263 -0.75579 -0.01 0.03 -0.01 0.1735
H 3.15777 1.32241 1.18196 0.01 -0.02 -0.02 0.1697
H 2.67825 -0.33644 1.59861 -0.02 -0.01 -0.03 0.1594
H 1.63082 2.90443 1.69906 -0.01 -0.01 -0.02 0.1683
H 0.00016 2.38760 2.16594 -0.01 0.00 -0.04 0.1608
H 0.97351 3.03364 -0.70779 0.03 -0.01 0.05 0.1585
H -0.42651 3.69398 0.16937 0.01 -0.02 -0.02 0.1691
H -2.16492 2.89195 -1.16783 -0.03 -0.01 -0.05 0.1279
H -2.13497 1.20442 -1.79136 0.00 0.00 -0.02 0.0925
H -0.93853 2.40313 -2.40247 -0.04 0.03 -0.01 0.1286
S -0.59448 -3.66348 2.67695 -0.07 -0.20 0.17 1.2642
C -1.69437 -2.38977 2.99482 0.12 0.05 -0.05 -0.2545
C -1.39996 -1.31638 2.22748 -0.09 -0.17 0.11 -0.1648
N -0.31016 -1.54057 1.40513 -0.07 0.39 0.04 -0.1462
C 0.21157 -2.75660 1.53383 -0.01 0.15 -0.13 -0.3584
H -2.48571 -2.49228 3.72339 0.00 0.00 0.01 0.1196
H -1.93560 -0.37090 2.20858 -0.02 -0.04 0.05 0.1475
H 1.04766 -3.12768 0.95933 0.01 0.02 -0.02 0.1194
F -1.48951 -0.69902 -0.70633 -0.02 -0.07 -0.21 -0.1931
B -2.69691 -1.81461 -3.46866 -0.05 -0.01 -0.07 -0.8292
F -1.72144 -0.89655 -3.54458 0.01 0.05 0.07 0.2171
F -2.34136 -3.04016 -3.16339 0.04 -0.01 0.03 0.2913
F -3.93571 -1.44231 -3.59339 0.00 0.00 -0.02 0.3246
```
Forces are in eV/Å.

The HOMO energy (alpha / beta) comes out at -0.76113 / -0.76069 Ha. For the gap between HOMO and LUMO (alpha / beta), the calculation gives 0.1935 / 0.2546 hartree. As for the expectation value of S²: 3.845. The net charge is +3. The spin multiplicity is 4.

---

# 3
Entry from the OMol25 dataset: a single C9H17BN2O2S molecule at a distorted geometry (ωB97M-V with the def2-TZVPD basis set).

Geometry as XYZ:
```
32
Properties=species:S:1:pos:R:3:forces:R:3:lowdin_charge:R:1
S -1.51162 2.01920 -1.01385 -0.53 1.14 -0.65 0.7201
O 2.51243 -0.51024 -0.60431 -0.21 -0.99 -0.44 0.1606
O 2.07999 -2.51691 -1.88165 1.15 1.13 0.72 0.1503
B 1.68154 -1.53170 -0.99527 -0.59 0.68 -0.05 -0.6093
C -0.76192 0.76563 -0.29788 0.32 -0.75 -0.70 -0.7363
N -0.66097 -0.40364 -0.95753 0.46 -1.87 0.70 -0.0686
N 1.17942 1.23997 1.36031 0.28 -0.47 0.09 -0.0309
C -1.40092 -0.78325 -2.20013 0.42 0.24 0.07 -0.1565
C 1.24203 2.66330 1.80087 -0.80 -0.71 -0.35 -0.1834
C -1.24130 -2.30968 -2.36509 0.54 -0.74 -0.38 -0.1403
C -0.10013 2.93694 2.51407 0.04 -0.68 0.40 -0.1527
C -0.50714 -2.85192 -1.08795 -1.80 0.44 -0.05 -0.1373
C -1.10122 1.82388 2.02450 0.21 0.76 -0.06 -0.1570
C 0.15771 -1.60798 -0.49065 0.35 0.07 -0.42 -0.1380
C -0.25274 0.85069 1.13449 -0.28 -0.10 1.77 -0.3095
H 2.07465 0.11576 0.00326 0.08 0.38 0.12 0.0539
H 3.02304 -2.30499 -2.01514 -0.27 -0.48 -0.40 0.1198
H 1.56852 0.71445 2.14784 -0.52 -0.20 -0.40 0.1225
H -2.43478 -0.42157 -2.17557 0.17 -0.12 0.42 0.1004
H -0.96376 -0.29282 -3.06805 0.15 0.27 0.07 0.1117
H 1.35835 3.23837 0.89483 -0.12 0.50 -0.12 0.1029
H 2.10743 2.84922 2.44150 -0.04 -0.24 -0.14 0.1126
H -0.59089 -2.53527 -3.25962 -0.74 0.32 0.86 0.1212
H -2.21179 -2.83422 -2.52378 0.68 0.49 0.12 0.1121
H -0.40364 3.95420 2.28816 -0.41 0.00 0.00 0.0987
H 0.01130 2.85513 3.61057 0.10 0.11 -0.44 0.1024
H -1.28282 -3.23961 -0.38616 0.60 0.12 -0.42 0.1201
H 0.18739 -3.65265 -1.36172 -0.17 0.31 0.31 0.1068
H -1.90219 2.28567 1.45477 0.13 -0.03 -0.19 0.0417
H -1.62784 1.30339 2.84728 0.71 0.11 -0.22 0.1102
H 0.18708 -1.67115 0.60057 -0.22 0.13 -0.09 0.1271
H -0.41519 -0.14822 1.56132 0.33 0.18 -0.11 0.1247
```
Forces are in eV/Å.

The HOMO energy comes out at -0.29394 Ha. For the gap between HOMO and LUMO, the calculation gives 0.3095 hartree. The SMILES is OB(O)[C@@H]1CCCN1C(=S)[C@@H]1CCCN1. The net charge is 0.

---

- Look up the net charge of the third one.
  0

---

Copy entry 1 word for word.
Entry from the OMol25 dataset: a molecular structure, C9H16OPZr at a distorted geometry (ωB97M-V with the def2-TZVPD basis set).

Geometry as XYZ:
```
28
Properties=species:S:1:pos:R:3:forces:R:3:lowdin_charge:R:1
C -2.33087 0.62386 -0.08001 0.55 -1.74 -0.26 -0.2185
C -3.24838 -0.12975 -0.82186 -0.66 0.01 -0.08 -0.3176
C -2.92457 -0.53437 -2.15842 0.49 -0.35 0.44 -0.2585
C -1.81384 0.10250 -2.80883 -0.20 -0.10 -0.70 -0.2980
C -0.92568 0.83429 -2.04375 0.30 -1.88 0.24 -0.1287
Zr -1.00042 -0.90657 -0.76738 -1.81 3.09 -0.05 1.3532
P -1.13797 -0.98208 2.08707 0.35 -0.59 0.66 0.7300
H -2.54449 1.14462 0.84870 -0.22 0.14 -0.23 0.0409
H -4.18790 -0.50190 -0.40134 0.08 0.51 -0.20 0.1108
H -3.56657 -1.23050 -2.70142 0.24 0.23 0.23 0.1117
H -0.18107 1.52169 -2.42812 -0.23 0.10 0.01 0.0572
H -1.68795 -0.06530 -3.88422 -0.24 0.40 0.26 0.1125
H -0.19855 -1.87560 2.69919 -0.37 0.34 0.14 -0.1106
H -2.26403 -1.30571 2.89603 0.32 0.02 -0.34 -0.0888
H -0.76092 0.19366 2.80914 -0.07 -0.36 -0.46 -0.0754
C 2.98924 -0.24029 1.13121 -0.21 -0.20 0.43 -0.1298
C 2.69477 1.19069 0.67985 -0.03 0.17 -0.54 -0.1251
C 1.29962 1.16862 0.04905 0.21 0.41 0.00 -0.1522
O 0.93723 -0.23158 -0.10335 1.17 -0.09 0.44 -0.4173
C 2.00827 -1.11691 0.34854 0.33 0.12 -0.25 -0.1551
H 4.01918 -0.53320 0.91820 -0.15 0.03 0.06 0.1255
H 2.83084 -0.34013 2.21110 -0.02 -0.08 -0.23 0.1211
H 3.41377 1.49300 -0.08402 -0.02 0.05 0.14 0.1224
H 2.73333 1.91695 1.49092 0.10 -0.14 -0.01 0.1242
H 0.52742 1.64629 0.65890 0.09 -0.14 -0.07 0.1254
H 1.29091 1.62092 -0.94415 -0.01 -0.10 0.24 0.1074
H 2.46470 -1.54651 -0.55006 -0.02 0.04 0.17 0.1330
H 1.56395 -1.91667 0.94902 0.03 0.09 -0.05 0.1001
```
Forces are in eV/Å.

The HOMO energy comes out at -0.39911 Ha. For the gap between HOMO and LUMO, the calculation gives 0.2539 hartree. The energy above the lowest of the compared OMol25 structures with the same formula, charge and spin comes out at 1.379 eV. The net charge is +1.

---

- Among the records above, which one has the lowest net charge?
  C9H17BN2O2S

---

Copy entry 3 word for word.
Entry from the OMol25 dataset: a single C9H17BN2O2S molecule at a distorted geometry (ωB97M-V with the def2-TZVPD basis set).

Geometry as XYZ:
```
32
Properties=species:S:1:pos:R:3:forces:R:3:lowdin_charge:R:1
S -1.51162 2.01920 -1.01385 -0.53 1.14 -0.65 0.7201
O 2.51243 -0.51024 -0.60431 -0.21 -0.99 -0.44 0.1606
O 2.07999 -2.51691 -1.88165 1.15 1.13 0.72 0.1503
B 1.68154 -1.53170 -0.99527 -0.59 0.68 -0.05 -0.6093
C -0.76192 0.76563 -0.29788 0.32 -0.75 -0.70 -0.7363
N -0.66097 -0.40364 -0.95753 0.46 -1.87 0.70 -0.0686
N 1.17942 1.23997 1.36031 0.28 -0.47 0.09 -0.0309
C -1.40092 -0.78325 -2.20013 0.42 0.24 0.07 -0.1565
C 1.24203 2.66330 1.80087 -0.80 -0.71 -0.35 -0.1834
C -1.24130 -2.30968 -2.36509 0.54 -0.74 -0.38 -0.1403
C -0.10013 2.93694 2.51407 0.04 -0.68 0.40 -0.1527
C -0.50714 -2.85192 -1.08795 -1.80 0.44 -0.05 -0.1373
C -1.10122 1.82388 2.02450 0.21 0.76 -0.06 -0.1570
C 0.15771 -1.60798 -0.49065 0.35 0.07 -0.42 -0.1380
C -0.25274 0.85069 1.13449 -0.28 -0.10 1.77 -0.3095
H 2.07465 0.11576 0.00326 0.08 0.38 0.12 0.0539
H 3.02304 -2.30499 -2.01514 -0.27 -0.48 -0.40 0.1198
H 1.56852 0.71445 2.14784 -0.52 -0.20 -0.40 0.1225
H -2.43478 -0.42157 -2.17557 0.17 -0.12 0.42 0.1004
H -0.96376 -0.29282 -3.06805 0.15 0.27 0.07 0.1117
H 1.35835 3.23837 0.89483 -0.12 0.50 -0.12 0.1029
H 2.10743 2.84922 2.44150 -0.04 -0.24 -0.14 0.1126
H -0.59089 -2.53527 -3.25962 -0.74 0.32 0.86 0.1212
H -2.21179 -2.83422 -2.52378 0.68 0.49 0.12 0.1121
H -0.40364 3.95420 2.28816 -0.41 0.00 0.00 0.0987
H 0.01130 2.85513 3.61057 0.10 0.11 -0.44 0.1024
H -1.28282 -3.23961 -0.38616 0.60 0.12 -0.42 0.1201
H 0.18739 -3.65265 -1.36172 -0.17 0.31 0.31 0.1068
H -1.90219 2.28567 1.45477 0.13 -0.03 -0.19 0.0417
H -1.62784 1.30339 2.84728 0.71 0.11 -0.22 0.1102
H 0.18708 -1.67115 0.60057 -0.22 0.13 -0.09 0.1271
H -0.41519 -0.14822 1.56132 0.33 0.18 -0.11 0.1247
```
Forces are in eV/Å.

The HOMO energy comes out at -0.29394 Ha. For the gap between HOMO and LUMO, the calculation gives 0.3095 hartree. The SMILES is OB(O)[C@@H]1CCCN1C(=S)[C@@H]1CCCN1. The net charge is 0.